99
Properties=species:S:1:pos:R:3:forces:R:3:mulliken_charge:R:1 method="wB97M-V/def2-TZVPD" fmax_ha_per_bohr=0.0094 e_tot_ev=-84859.023 e_above_lowest_kj_mol=279.6
Ca -0.2627 0.1119 0.2360 -0.126 0.186 0.430 1.835
C 3.1292 0.7912 -6.5234 0.018 -0.016 -0.016 -1.886
C 2.1295 0.5677 -5.4250 -0.042 0.028 0.057 0.055
C 1.1336 -0.3396 -5.5159 -0.039 -0.005 -0.036 0.007
C 0.1550 -0.4911 -4.4722 0.002 0.040 0.152 0.420
C -0.9684 -1.2789 -4.5000 0.020 0.099 -0.127 -0.169
N -1.3889 -2.1883 -5.3923 -0.010 -0.080 0.058 -0.035
C -0.5821 -2.8981 -6.3768 -0.078 -0.037 -0.083 -1.423
C 0.6119 -3.6253 -5.7619 0.080 0.069 0.090 0.762
C 0.2381 -4.8930 -4.9930 -0.047 -0.077 -0.011 -1.404
N -0.3533 -4.6212 -3.6867 -0.094 0.036 -0.109 -0.026
C 0.1540 -3.8488 -2.7133 -0.012 -0.139 -0.028 -0.292
C 1.4380 -3.4435 -2.4698 0.073 0.156 0.109 0.428
C 2.6274 -3.8936 -3.1443 0.011 -0.051 0.019 -0.086
C 3.8552 -3.4985 -2.7460 -0.048 0.026 0.061 0.252
C 5.1180 -4.0074 -3.3795 0.011 0.000 -0.025 -1.870
C 3.9517 -2.5727 -1.6486 0.000 -0.004 -0.006 -0.650
C 2.8946 -2.0628 -0.9691 -0.074 -0.015 -0.053 1.098
C 3.1486 -1.0529 0.0741 -0.018 -0.065 0.042 -1.249
N 2.2639 -0.3050 0.5788 0.259 0.164 -0.237 0.246
C 2.6736 0.7235 1.5280 -0.040 -0.054 -0.009 -1.083
C 2.9250 2.0473 0.8047 0.018 0.009 -0.003 -0.530
C 1.6696 2.7348 0.2578 -0.021 0.007 -0.035 -1.266
N 1.1082 1.9587 -0.8553 0.298 0.017 -0.035 0.656
C 1.6563 2.0972 -1.9860 -0.033 -0.007 -0.042 -1.540
C 1.3683 1.2811 -3.1784 -0.071 -0.081 -0.003 1.220
C 2.2152 1.3689 -4.2338 0.002 0.011 -0.017 -0.622
C 0.2689 0.3032 -3.2282 0.051 -0.095 0.051 0.285
O -0.5023 0.1159 -2.2863 -0.133 0.195 -0.042 -0.898
C 1.5366 -2.4878 -1.3456 -0.046 0.109 -0.014 0.052
O 0.5215 -2.0635 -0.7866 0.016 -0.151 0.188 -0.730
H 3.1426 -0.0457 -7.2216 -0.012 0.010 -0.010 0.361
H 4.1359 0.9120 -6.1200 0.005 -0.023 -0.003 0.410
H 2.8974 1.6968 -7.0892 0.010 0.010 0.014 0.349
H 1.0563 -0.9367 -6.4152 0.040 0.035 0.018 0.142
H -1.6430 -1.1354 -3.6608 -0.002 0.051 -0.026 0.609
H -2.2949 -2.5801 -5.2058 0.003 0.000 0.016 0.329
H -0.2621 -2.2184 -7.1674 0.021 0.019 0.049 0.293
H -1.2502 -3.6185 -6.8529 0.019 0.006 -0.034 0.523
H 1.1393 -2.9449 -5.0897 0.025 -0.032 -0.068 -0.061
H 1.3232 -3.8785 -6.5502 -0.060 -0.071 -0.065 0.408
H 1.1008 -5.5514 -4.8899 -0.006 0.034 0.029 0.277
H -0.5087 -5.4619 -5.5505 0.028 -0.014 -0.021 0.520
H -1.3378 -4.8054 -3.6098 -0.001 0.005 0.000 0.327
H -0.5820 -3.4904 -1.9991 0.038 -0.043 0.035 0.656
H 2.5472 -4.6022 -3.9584 0.049 0.044 0.025 0.216
H 4.9180 -4.4635 -4.3491 0.001 -0.016 0.010 0.357
H 5.5992 -4.7580 -2.7478 0.008 0.015 0.009 0.352
H 5.8382 -3.2006 -3.5253 -0.008 0.005 -0.024 0.404
H 4.9458 -2.2396 -1.3601 -0.002 -0.012 0.007 0.390
H 4.2072 -0.9548 0.3586 -0.008 -0.010 0.027 0.234
H 3.5919 0.4172 2.0508 0.004 -0.005 -0.009 0.502
H 1.7363 0.8833 2.1582 0.014 0.005 0.007 0.313
H 3.6518 1.9086 -0.0116 0.005 0.004 0.005 0.265
H 3.3808 2.7304 1.5271 -0.015 -0.004 0.005 0.453
H 1.9344 3.7442 -0.0894 -0.001 -0.001 0.002 0.590
H 0.9123 2.7031 1.0635 0.007 0.011 0.000 0.358
H 2.4700 2.8239 -2.1323 -0.014 0.010 0.003 0.211
H 3.0372 2.0775 -4.1659 -0.008 0.004 -0.001 0.386
C -13.8741 2.3441 4.0849 0.008 -0.003 -0.003 -0.838
O -13.1301 1.1464 4.2022 -0.004 0.002 0.000 -0.464
C -11.8486 1.1551 3.7538 0.002 0.010 -0.004 0.982
C -11.1455 -0.0426 3.8929 0.022 -0.006 -0.006 -0.607
C -9.8394 -0.1339 3.4686 -0.008 0.000 0.002 -0.516
C -9.1944 0.9650 2.8920 -0.014 0.002 0.006 0.372
C -9.9040 2.1493 2.7590 -0.004 -0.002 -0.002 -0.774
C -11.2239 2.2569 3.1836 0.014 -0.010 -0.001 -0.620
C -7.8019 0.8212 2.4545 -0.010 0.018 0.018 0.242
N -7.0975 -0.2806 2.5464 0.025 0.010 -0.041 -0.838
C -5.8653 0.0337 2.0224 -0.037 -0.037 0.059 0.850
C -5.8281 1.3391 1.6109 -0.009 0.062 0.002 0.120
N -7.0777 1.8403 1.8932 0.015 -0.032 -0.009 -0.108
C -4.6771 1.9528 1.0260 0.066 0.078 0.147 0.198
C -4.5966 3.2874 0.6138 -0.014 0.000 -0.013 -0.617
C -3.4222 3.7481 0.0694 0.001 -0.015 0.013 -1.176
C -2.3562 2.8569 -0.0765 -0.002 -0.012 0.029 -0.161
N -2.4163 1.5954 0.2982 0.049 -0.130 -0.153 0.510
C -3.5370 1.1401 0.8760 -0.044 -0.073 -0.195 -0.207
C -3.5509 -0.2534 1.3279 -0.019 -0.063 -0.149 -0.312
N -2.4280 -0.9775 1.1637 -0.026 -0.102 -0.108 -0.110
C -2.4126 -2.2246 1.5934 -0.002 0.027 -0.009 -0.382
C -3.5077 -2.8468 2.1990 -0.011 0.012 0.012 -1.056
C -4.6709 -2.1319 2.3454 -0.005 -0.012 -0.030 -0.550
C -4.7091 -0.8072 1.8994 0.048 0.011 0.124 0.381
H -14.8557 2.1305 4.4979 0.000 0.006 -0.001 0.241
H -13.9789 2.6459 3.0394 -0.003 -0.004 0.000 0.338
H -13.4114 3.1563 4.6515 -0.002 -0.003 0.005 0.338
H -11.6492 -0.8888 4.3406 -0.001 0.004 0.000 0.416
H -9.2889 -1.0584 3.5756 0.001 0.003 -0.001 0.492
H -9.4448 3.0258 2.3172 0.001 -0.001 0.001 0.226
H -11.7428 3.1963 3.0639 0.002 -0.001 0.000 0.394
H -7.3935 2.7802 1.7404 -0.005 -0.001 -0.001 0.177
H -5.4473 3.9498 0.7258 0.002 0.000 0.000 0.370
H -3.3171 4.7759 -0.2494 0.004 -0.001 -0.001 0.428
H -1.4150 3.1802 -0.5067 0.002 -0.008 -0.010 0.283
H -1.4821 -2.7662 1.4569 0.009 0.005 -0.009 0.591
H -3.4270 -3.8693 2.5418 0.003 -0.001 0.000 0.413
H -5.5547 -2.5599 2.8004 0.003 0.002 -0.001 0.543
O 0.0740 1.1546 1.9438 -0.126 -0.047 0.003 -1.300